Density functional theory data (ωB97M-V/def2-TZVPD) for an isolated molecule of C10H7N3.

Kohn-Sham gap (spin up / spin down) = 7.197 / 7.196 eV
LUMO (spin up / spin down) = -0.3 / -0.3 eV
ΔE to the lowest compared entry with this formula, charge and spin = 126.6 kcal/mol

Last column: Mulliken charge in e.
Cartesian coordinates (Å):
N1 0.66972 -1.34751 5.34276  -0.484
N2 1.54872 -0.36786 -0.23963  -0.347
N3 -3.05937 0.39027 -0.90164  -0.625
C1 -1.48230 0.62691 -2.69798  -0.354
C2 -2.07656 -0.04698 -0.13932  -0.331
C3 0.57697 -1.01488 4.19888  0.218
C4 -0.74717 -0.24385 -0.55211  0.084
C5 0.29138 -0.47780 0.38083  0.378
C6 2.59053 0.06921 0.34576  -0.383
C7 -2.72620 0.82190 -2.16524  -0.173
C8 0.29998 -0.64383 1.69943  0.484
C9 0.51319 -0.95129 2.91367  -0.369
C10 -0.49109 0.00054 -1.93218  -0.202
H1 3.46586 -0.02985 -0.30654  0.250
H2 -3.40623 1.37735 -2.79217  0.334
H3 -2.51886 -0.26925 0.83951  0.367
H4 0.41153 -0.29370 -2.47049  0.412
H5 -1.45474 0.99445 -3.78731  0.252
H6 0.50189 -0.88365 6.14998  0.274
H7 2.71141 0.32227 1.39401  0.216

Density functional theory data (ωB97M-V/def2-TZVPD) for an isolated molecule of C10H7NO2.

Kohn-Sham gap = 6.345 eV
LUMO = -1.5 eV
ΔE to the lowest compared entry with this formula, charge and spin = 19.6 kcal/mol

Last column: Mulliken charge in e.
Cartesian coordinates (Å):
O1 -0.96088 -3.10023 -2.80498  -0.701
O2 0.69230 -1.77015 -3.60289  -0.698
N1 0.15936 1.96780 2.16295  -0.024
C1 -0.67418 -2.01982 -0.29887  -0.641
C2 -0.73075 -1.35598 0.89042  -0.776
C3 -0.29966 0.71918 2.12858  -0.436
C4 0.34919 -0.13491 -1.39555  -0.828
C5 -0.13149 -2.17427 -2.77339  0.464
C6 0.77582 1.91987 -0.10475  -0.629
C7 0.28794 0.59284 -0.20161  1.085
C8 0.69883 2.58956 1.07415  -0.496
C9 -0.25425 -0.02519 0.96032  0.786
C10 -0.13248 -1.41917 -1.44006  -0.004
H1 -1.07393 -3.01831 -0.36749  0.472
H2 1.19923 2.37907 -0.97912  0.462
H3 0.09808 2.47528 3.03212  0.261
H4 1.05540 3.59549 1.19019  0.404
H5 0.79545 0.28706 -2.27953  0.503
H6 -0.71319 0.30360 3.03198  0.408
H7 -1.14078 -1.81172 1.77752  0.389

Density functional theory data (ωB97M-V/def2-TZVPD) for a structure of composition C10H8AuNS5Sb.

Kohn-Sham gap = 4.831 eV
LUMO = 0.6 eV
charge = -1

Last column: Mulliken charge in e.
Cartesian coordinates (Å):
Au1 0.83736 -1.57373 1.26231  0.488
Sb1 1.26419 -3.52267 4.01570  0.818
S1 2.12727 -1.49561 -0.72830  -0.496
S2 2.50679 -2.76170 5.81407  -0.659
S3 2.51929 -3.32008 1.99741  -0.360
S4 0.45155 -5.65658 4.36613  -0.649
S5 -0.37333 -1.93750 3.30500  -0.501
N1 -0.31200 0.21313 0.12181  -0.566
C1 -1.96156 1.89894 -0.19681  -0.535
C2 -1.48034 2.18361 -1.44092  -0.776
C3 -1.87810 0.59455 1.93425  -1.557
C4 0.16282 1.72633 -3.21743  -0.880
C5 -0.37299 1.47100 -1.94360  1.464
C6 -1.34625 0.89182 0.57584  1.009
C7 1.31478 -0.25658 -1.59730  0.549
C8 0.19363 0.46697 -1.10322  0.132
C9 1.81180 0.03215 -2.85962  -0.769
C10 1.24480 1.00844 -3.66399  -0.551
H1 -2.80740 2.43333 0.21181  0.302
H2 -1.09669 0.70774 2.68357  0.366
H3 1.66632 1.19250 -4.64177  0.371
H4 -0.28932 2.49222 -3.83061  0.336
H5 -2.20044 -0.44386 1.99826  0.302
H6 -1.93307 2.95130 -2.05325  0.397
H7 -2.71354 1.24667 2.18095  0.337
H8 2.66442 -0.54240 -3.19031  0.427

Density functional theory data (ωB97M-V/def2-TZVPD) for a cluster of 2 separate species, C10H8Cl2N2O in total.

Kohn-Sham gap = 8.076 eV
LUMO = -0.6 eV
ΔE to the lowest compared entry with this formula, charge and spin = 47.6 kcal/mol

Last column: Mulliken charge in e.
Cartesian coordinates (Å):
Cl1 1.91026 -1.00221 -3.34565  -0.103
Cl2 -0.60662 -3.22071 1.79397  -0.140
O1 -2.17990 -0.75911 -4.16716  -0.471
N1 1.24191 -1.57429 -1.95706  -0.349
N2 -1.08821 0.59548 -2.64210  -0.113
C1 0.18667 -2.34151 -2.00242  -0.002
C2 -0.41810 -2.89000 -0.84866  -0.699
C3 0.06426 -2.60128 0.40722  0.075
C4 -0.61505 1.04686 -1.47947  0.526
C5 -0.08014 2.28963 0.89579  -0.699
C6 -1.70874 -0.07968 -3.37623  0.554
C7 -1.07931 0.43222 -0.34895  -0.253
C8 -0.69341 0.98059 0.85113  -0.409
C9 0.20665 2.17308 -1.48973  -0.841
C10 0.39654 2.83629 -0.30949  -0.367
H1 0.67608 3.82813 -0.18518  0.412
H2 1.13586 -2.14052 0.55253  0.323
H3 0.61865 2.57355 -2.40080  0.437
H4 0.11022 2.89340 1.75944  0.392
H5 -1.34976 -3.39127 -0.96804  0.319
H6 -1.52165 -0.58303 -0.38675  0.522
H7 -0.88502 0.34224 1.71953  0.334
H8 -0.28239 -2.53406 -2.98026  0.553

Density functional theory data (ωB97M-V/def2-TZVPD) for a structure of composition C10H8CsN2S4Sb.

Kohn-Sham gap (spin up / spin down) = 4.961 / 5.415 eV
LUMO (spin up / spin down) = 3.4 / 3.8 eV
charge = -2

Last column: Mulliken charge in e.
Cartesian coordinates (Å):
Cs1 -0.14897 0.12231 0.03276  0.966
Sb1 -0.29306 0.12075 3.85822  0.709
S1 -1.09910 -1.49771 5.44469  -0.653
S2 -2.53448 0.18316 2.37230  -0.495
S3 1.88622 0.25577 2.18875  -0.831
S4 -0.67955 2.24080 5.34172  -0.695
N1 1.53634 -0.27731 -2.45544  0.112
N2 -0.98060 0.02203 -2.56958  -0.093
C1 2.92355 -0.16413 -4.46004  -0.586
C2 -3.18058 -0.15762 -4.05981  -0.573
C3 3.83475 -0.16169 -3.23005  -0.353
C4 1.74105 -0.29903 -4.81371  -0.171
C5 -0.96294 -0.31858 -5.01658  -0.225
C6 -2.17775 -0.35763 -5.38229  -0.831
C7 2.76987 -0.02107 -2.55701  -0.389
C8 1.06197 -0.44290 -3.56941  0.976
C9 -0.13866 0.11134 -4.10459  0.222
C10 -2.08299 -0.12747 -2.91161  0.070
H1 5.04389 -0.02438 -3.13147  0.275
H2 1.51812 -0.35492 -5.93275  0.053
H3 -4.27969 -0.17601 -4.25294  0.332
H4 4.20311 -0.38296 -5.45224  0.027
H5 -2.76965 -0.11949 -6.08262  0.487
H6 -0.29837 -0.26834 -6.29425  -0.148
H7 -2.97313 -0.33330 -1.86669  -0.103
H8 2.96921 -0.27039 -1.15697  -0.084

Density functional theory data (ωB97M-V/def2-TZVPD) for a structure of composition C10H8F18O19S6Zr.

Kohn-Sham gap = 8.338 eV
LUMO = 4.1 eV
ΔE to the lowest compared entry with this formula, charge and spin = 0.0 kcal/mol
charge = -2

Last column: Mulliken charge in e.
Cartesian coordinates (Å):
Zr1 -16.97157 8.90477 1.53107  0.219
S1 -17.97548 6.61071 0.01946  1.211
S2 -18.09279 11.30865 -0.92199  1.019
S3 -14.09268 9.99952 -0.45912  1.216
S4 -20.16856 10.17043 2.58398  0.870
S5 -16.48488 12.38540 2.36165  1.156
S6 -14.67905 7.60815 2.92120  1.029
F1 -19.05010 6.55110 -2.43475  -0.194
F2 -12.09780 8.15422 2.62598  -0.181
F3 -15.34715 13.74544 4.37554  -0.252
F4 -17.83180 9.36478 -2.74091  -0.151
F5 -19.90812 9.69401 -2.06043  -0.269
F6 -21.79335 9.07290 0.85836  -0.217
F7 -19.02891 11.08936 -3.39193  -0.252
F8 -14.22090 7.51772 -1.42489  -0.174
F9 -14.32967 11.91252 3.85776  -0.220
F10 -19.95728 5.23645 -0.98008  -0.240
F11 -12.96638 7.27302 0.88002  -0.117
F12 -20.35991 7.32776 -0.86678  -0.156
F13 -14.40725 9.05563 -2.91690  -0.282
F14 -21.29201 7.70538 2.47251  -0.242
F15 -12.46760 8.69245 -2.11117  -0.260
F16 -22.65959 9.33002 2.85437  -0.235
F17 -16.16116 11.81217 4.94926  -0.241
F18 -12.59805 6.02351 2.57825  -0.235
O1 -15.59553 12.87371 1.34909  -0.631
O2 -20.64014 11.43686 2.09504  -0.592
O3 -17.16464 7.79879 -0.41230  -0.797
O4 -17.22639 5.39250 0.00814  -0.714
O5 -18.33662 7.22030 1.28547  -0.546
O6 -17.55090 10.26310 -0.03019  -0.163
O7 -17.46208 8.41669 3.72860  2.525
O8 -15.22931 9.44782 0.27744  0.316
O9 -16.69630 10.91252 2.25553  -0.808
O10 -14.77437 7.09320 4.25956  -0.657
O11 -18.99408 9.57004 1.94923  -0.472
O12 -12.88528 10.01781 0.35128  -0.794
O13 -19.23971 11.99412 -0.40720  -0.669
O14 -17.06339 12.17654 -1.44603  -0.669
O15 -14.29038 11.22943 -1.17503  -0.620
O16 -17.74644 13.04447 2.61802  -0.692
O17 -15.70728 7.19554 1.92634  -0.794
O18 -20.04776 10.09832 4.03997  -0.722
O19 -14.97630 9.05166 2.80350  -0.509
C1 -21.57063 8.97601 2.17783  0.660
C2 -18.72464 10.26879 -2.37925  0.603
C3 -17.58675 8.28303 6.12860  -0.809
C4 -12.95372 7.25849 2.19723  0.616
C5 -15.51985 12.48045 3.98726  0.680
C6 -17.91455 6.93954 5.49542  -0.831
C7 -18.36488 7.35804 4.11930  -0.586
C8 -17.04207 9.08966 4.93995  -1.146
C9 -19.42202 6.45067 -1.17798  0.667
C10 -13.76297 8.71286 -1.78560  0.688
H1 -19.40424 7.68286 4.06946  0.263
H2 -18.41512 8.78811 6.61630  0.349
H3 -17.49913 10.07506 4.97050  0.351
H4 -16.76208 8.07494 6.81474  0.323
H5 -17.04803 6.30371 5.30512  0.306
H6 -15.97063 9.23819 5.01363  0.472
H7 -18.27770 6.52544 3.42458  0.169
H8 -18.65254 6.31766 6.00341  0.432

Copy entry 4 word for word.
Density functional theory data (ωB97M-V/def2-TZVPD) for a cluster of 2 separate species, C10H8Cl2N2O in total.

Kohn-Sham gap = 8.076 eV
LUMO = -0.6 eV
ΔE to the lowest compared entry with this formula, charge and spin = 47.6 kcal/mol

Last column: Mulliken charge in e.
Cartesian coordinates (Å):
Cl1 1.91026 -1.00221 -3.34565  -0.103
Cl2 -0.60662 -3.22071 1.79397  -0.140
O1 -2.17990 -0.75911 -4.16716  -0.471
N1 1.24191 -1.57429 -1.95706  -0.349
N2 -1.08821 0.59548 -2.64210  -0.113
C1 0.18667 -2.34151 -2.00242  -0.002
C2 -0.41810 -2.89000 -0.84866  -0.699
C3 0.06426 -2.60128 0.40722  0.075
C4 -0.61505 1.04686 -1.47947  0.526
C5 -0.08014 2.28963 0.89579  -0.699
C6 -1.70874 -0.07968 -3.37623  0.554
C7 -1.07931 0.43222 -0.34895  -0.253
C8 -0.69341 0.98059 0.85113  -0.409
C9 0.20665 2.17308 -1.48973  -0.841
C10 0.39654 2.83629 -0.30949  -0.367
H1 0.67608 3.82813 -0.18518  0.412
H2 1.13586 -2.14052 0.55253  0.323
H3 0.61865 2.57355 -2.40080  0.437
H4 0.11022 2.89340 1.75944  0.392
H5 -1.34976 -3.39127 -0.96804  0.319
H6 -1.52165 -0.58303 -0.38675  0.522
H7 -0.88502 0.34224 1.71953  0.334
H8 -0.28239 -2.53406 -2.98026  0.553

What did the fourth record say?
Density functional theory data (ωB97M-V/def2-TZVPD) for a cluster of 2 separate species, C10H8Cl2N2O in total.

Kohn-Sham gap = 8.076 eV
LUMO = -0.6 eV
ΔE to the lowest compared entry with this formula, charge and spin = 47.6 kcal/mol

Last column: Mulliken charge in e.
Cartesian coordinates (Å):
Cl1 1.91026 -1.00221 -3.34565  -0.103
Cl2 -0.60662 -3.22071 1.79397  -0.140
O1 -2.17990 -0.75911 -4.16716  -0.471
N1 1.24191 -1.57429 -1.95706  -0.349
N2 -1.08821 0.59548 -2.64210  -0.113
C1 0.18667 -2.34151 -2.00242  -0.002
C2 -0.41810 -2.89000 -0.84866  -0.699
C3 0.06426 -2.60128 0.40722  0.075
C4 -0.61505 1.04686 -1.47947  0.526
C5 -0.08014 2.28963 0.89579  -0.699
C6 -1.70874 -0.07968 -3.37623  0.554
C7 -1.07931 0.43222 -0.34895  -0.253
C8 -0.69341 0.98059 0.85113  -0.409
C9 0.20665 2.17308 -1.48973  -0.841
C10 0.39654 2.83629 -0.30949  -0.367
H1 0.67608 3.82813 -0.18518  0.412
H2 1.13586 -2.14052 0.55253  0.323
H3 0.61865 2.57355 -2.40080  0.437
H4 0.11022 2.89340 1.75944  0.392
H5 -1.34976 -3.39127 -0.96804  0.319
H6 -1.52165 -0.58303 -0.38675  0.522
H7 -0.88502 0.34224 1.71953  0.334
H8 -0.28239 -2.53406 -2.98026  0.553

Question: What is the formula in the third record?
Answer: C10H8AuNS5Sb